[1]
This record from the Open Molecules 2025 dataset describes a molecular structure, C31H31N4O3RuS. The level of theory is ωB97M-V/def2-TZVPD.

Its energy above the lowest of the compared OMol25 structures with the same formula, charge and spin is 23.6 kcal/mol. The calculated total energy comes out at -2137.8412 hartree.

Geometry as ORCA input:
```
! wB97M-V def2-TZVPD RIJCOSX def2/J DEFGRID3
* xyz -1 1
Ru -0.5743 0.6250 -0.7873
O -3.6823 1.9969 1.4187
C -2.8039 1.3673 0.8604
N -2.0887 1.7471 -0.2102
C -2.2981 2.9999 -0.8785
C -1.3139 3.1295 -2.0187
C -1.2987 4.2494 -2.8413
C -0.3848 4.3241 -3.8653
C 0.5068 3.2830 -4.0567
C 0.4453 2.2018 -3.2046
N -0.4430 2.1327 -2.2199
C -2.3714 0.0036 1.3561
C -3.0779 -0.6495 2.3421
C -2.6462 -1.8961 2.7556
C -1.5184 -2.4466 2.1820
C -0.8604 -1.7356 1.2007
N -1.2883 -0.5402 0.7942
H -2.2005 3.8590 -0.2082
H -3.3067 3.0422 -1.2961
H -2.0064 5.0488 -2.6596
H -0.3618 5.1934 -4.5133
H 1.2404 3.3027 -4.8499
H 1.1145 1.3555 -3.2801
H -3.9541 -0.1600 2.7459
H -3.1920 -2.4389 3.5204
H -1.1518 -3.4234 2.4678
H 0.0229 -2.1134 0.7063
O -4.3152 -0.7680 -0.9379
C -3.1731 -0.9586 -1.3863
O -2.4013 -0.1057 -1.9229
C -2.5232 -2.3375 -1.2414
C -3.2416 -3.3278 -0.5711
C -2.7033 -4.5838 -0.3341
C -1.4092 -4.8582 -0.7744
C -0.6732 -3.8891 -1.4416
C -1.2023 -2.6101 -1.7068
S -0.1748 -1.4380 -2.5438
H -4.2382 -3.0633 -0.2323
H -3.2763 -5.3404 0.1940
H -0.9651 -5.8328 -0.5895
H 0.3399 -4.1012 -1.7683
C 1.9555 3.5354 0.8571
C 1.4308 2.6619 2.0017
C -0.0944 2.7302 2.0795
C 2.0441 1.2693 1.9467
C 2.9578 0.9569 2.9559
C 3.6940 -0.2143 2.9654
C 3.5384 -1.1066 1.9124
C 2.6555 -0.8471 0.8745
C 2.5535 -1.7992 -0.3033
C 2.7136 -3.2701 0.0758
C 3.5617 -1.3992 -1.3814
C 1.8790 0.3517 0.8793
N 1.1201 0.5909 -0.2463
H 1.5536 4.5520 0.9312
H 1.6458 3.1140 -0.1075
H 3.0463 3.5885 0.8685
H 1.7947 3.0881 2.9380
H -0.5481 2.5357 1.1188
H -0.4060 3.7285 2.4058
H -0.4965 2.0043 2.7912
H 3.0854 1.6705 3.7646
H 4.3780 -0.4285 3.7787
H 4.1172 -2.0250 1.8971
H 1.5694 -1.6809 -0.7477
H 3.7463 -3.5188 0.3513
H 2.4426 -3.8991 -0.7778
H 2.0692 -3.5433 0.9181
H 4.5874 -1.4813 -0.9993
H 3.3934 -0.3629 -1.6929
H 3.4620 -2.0447 -2.2599
*
```


[2]
This record from the Open Molecules 2025 dataset describes a molecular structure, C31H32As2CrNO7P2S4. The level of theory is ωB97M-V/def2-TZVPD.

Its energy above the lowest of the compared OMol25 structures with the same formula, charge and spin is 7.9 kcal/mol. The calculated total energy comes out at -9573.7086 hartree.

Geometry as ORCA input:
```
! wB97M-V def2-TZVPD RIJCOSX def2/J DEFGRID3
* xyz 0 4
Cr -2.0482 0.7156 -0.1901
N -4.2644 1.7975 -3.9196
C -4.6279 1.1333 -2.5851
C -6.1077 0.8583 -2.4481
P -3.4871 -0.3100 -2.4910
O -4.3140 -1.4238 -3.2971
O -3.3219 -0.6998 -1.0312
O -2.2961 0.1223 -3.2858
P -3.9188 2.4004 -1.3984
O -4.1867 1.8107 0.0839
O -4.6236 3.6657 -1.6778
O -2.4249 2.2435 -1.5863
H -4.8661 1.4992 -4.6802
H -3.2770 1.4771 -4.0843
H -4.3012 2.8157 -3.8189
H -6.4811 0.2964 -3.3063
H -6.6734 1.7859 -2.3426
H -6.2753 0.2467 -1.5621
H -3.7945 -2.2426 -3.4272
H -4.9362 2.2361 0.5254
O -1.6630 2.8598 6.2598
C -1.6831 2.4544 5.1273
S -1.0104 3.3404 3.7491
C -1.4027 2.1450 2.5344
C -2.0536 1.0476 2.9389
S -2.4897 -0.2567 1.8696
S -2.4233 0.9158 4.6456
S -0.9083 2.4186 0.8884
C 1.0395 -1.2154 1.7612
C 0.7648 -1.8503 0.3889
As -0.2616 -0.7570 -0.9246
C -0.7650 -2.2857 -2.0393
C -0.4538 -2.3704 -3.3930
C -0.9090 -3.4369 -4.1534
C -1.6889 -4.4303 -3.5692
C -1.9948 -4.3609 -2.2149
C -1.5320 -3.2927 -1.4558
C 1.1876 0.0263 -1.9440
C 2.2520 -0.7500 -2.3899
C 3.3075 -0.1577 -3.0667
C 3.2998 1.2122 -3.3014
C 2.2289 1.9855 -2.8741
C 1.1723 1.3934 -2.1991
As 2.0810 0.4563 1.5710
C 2.0151 1.0960 3.4166
C 2.7895 2.2161 3.7157
C 2.7888 2.7573 4.9921
C 1.9937 2.1963 5.9838
C 1.2136 1.0869 5.6943
C 1.2259 0.5373 4.4158
C 3.8538 -0.4092 1.6939
C 4.2684 -1.1176 2.8199
C 5.5123 -1.7320 2.8484
C 6.3600 -1.6425 1.7483
C 5.9593 -0.9349 0.6250
C 4.7120 -0.3195 0.6012
H 1.6071 -1.9117 2.3770
H 0.0977 -0.9913 2.2563
H 0.1896 -2.7652 0.4964
H 1.7131 -2.0835 -0.0850
H 0.1236 -1.5842 -3.8579
H -0.6630 -3.4916 -5.2064
H -2.0505 -5.2594 -4.1662
H -2.5962 -5.1339 -1.7528
H -1.7887 -3.2351 -0.4057
H 2.2528 -1.8183 -2.2182
H 4.1386 -0.7637 -3.4070
H 4.1319 1.6770 -3.8166
H 2.2172 3.0514 -3.0653
H 0.3355 1.9910 -1.8598
H 3.3903 2.6659 2.9335
H 3.4000 3.6243 5.2133
H 1.9638 2.6371 6.9729
H 0.5850 0.6470 6.4587
H 0.5982 -0.3205 4.2047
H 3.6189 -1.1761 3.6866
H 5.8250 -2.2786 3.7306
H 7.3340 -2.1172 1.7745
H 6.6196 -0.8581 -0.2321
H 4.3956 0.2412 -0.2724
*
```